Entry 1:
# C5H9N

C5H9N in the gas phase (ωB97M-V with the def2-TZVPD basis set, OMol25).

Energy = -6820.918 eV
Multiplicity = 1
Max |F| = 1.2 eV Å⁻¹
Charge = 0
Relative energy (zero: lowest compared OMol25 entry of this formula, charge and spin) = 7.4 kJ/mol
SMILES = CC(C)CC#N
Orbital gap = 12.39 eV
LUMO = 0.9 eV

Each line ends with the Mulliken charge.
Cartesian coordinates (Å):
C (0.0828, -1.5349, -0.2323)  -1.455
C (0.5829, -0.1225, 0.0711)  0.546
C (0.5911, 0.7816, -1.1710)  -1.278
C (-0.2151, 0.5326, 1.2196)  -0.603
C (-1.6149, 0.8141, 0.8702)  0.222
N (-2.7163, 1.0412, 0.5965)  -0.445
H (0.1416, -2.1781, 0.6533)  0.373
H (0.6928, -1.9985, -1.0160)  0.373
H (-0.9560, -1.5242, -0.5772)  0.353
H (1.6096, -0.2193, 0.4441)  0.276
H (0.7245, 0.1942, -2.0887)  0.352
H (1.4041, 1.5193, -1.1264)  0.307
H (-0.3588, 1.3292, -1.2656)  0.329
H (0.2535, 1.4779, 1.5185)  0.304
H (-0.2219, -0.1128, 2.1040)  0.345

---

Entry 2:
# C5H9N

A molecular structure, C5H9N (ωB97M-V with the def2-TZVPD basis set, OMol25).

Energy = -6818.733 eV
Multiplicity = 1
Max |F| = 2.2 eV Å⁻¹
Charge = 0
Relative energy (zero: lowest compared OMol25 entry of this formula, charge and spin) = 218.2 kJ/mol
Orbital gap = 11.15 eV
LUMO = 1.0 eV

Each line ends with the Mulliken charge.
Cartesian coordinates (Å):
C (1.3578, -0.9671, -0.1375)  -1.208
C (-0.0707, -0.6117, 0.2789)  0.191
C (-0.1329, 0.4084, 1.3611)  -1.016
C (-0.9667, 0.0959, -1.3227)  -0.709
C (-0.8076, 1.4775, -1.0651)  0.405
N (-0.5891, 2.3863, -0.3654)  -0.590
H (1.4114, -1.2410, -1.1932)  0.315
H (1.7756, -1.8050, 0.4400)  0.333
H (2.0214, -0.1087, 0.0241)  0.330
H (-0.7448, -1.4618, 0.3595)  0.379
H (0.8234, 0.6609, 1.8268)  0.381
H (-0.9628, 0.3177, 2.0679)  0.298
H (-0.2961, 1.4318, 0.8060)  0.277
H (-2.0355, -0.1751, -1.3743)  0.311
H (-0.4017, -0.3144, -2.1631)  0.302

---

Entry 3:
# C5H9N

C5H9N in the gas phase (ωB97M-V with the def2-TZVPD basis set, OMol25).

Energy = -6818.611 eV
Multiplicity = 1
Max |F| = 3.3 eV Å⁻¹
Charge = 0
Relative energy (zero: lowest compared OMol25 entry of this formula, charge and spin) = 230.0 kJ/mol
SMILES = C=NC(=C)CC
Orbital gap = 10.00 eV
LUMO = 0.9 eV

Each line ends with the Mulliken charge.
Cartesian coordinates (Å):
C (1.4344, 0.1060, 1.8234)  -0.432
N (1.4046, -0.4794, 0.6796)  -0.428
C (0.5661, 0.2530, -0.2634)  0.447
C (0.8266, 1.5803, -0.4405)  -0.870
C (-0.4327, -0.4849, -1.0883)  -0.333
C (-1.6620, -0.9177, -0.3366)  -1.002
H (1.9106, -0.2296, 2.7370)  0.285
H (0.6835, 0.8559, 1.9990)  0.319
H (0.4650, 1.9379, -1.4496)  0.261
H (1.5694, 1.9372, 0.2340)  0.386
H (-0.8375, 0.1244, -1.9583)  0.303
H (0.1249, -1.4222, -1.4830)  0.220
H (-2.3287, -1.3024, -1.2099)  0.253
H (-1.4697, -1.7318, 0.3810)  0.310
H (-2.2545, -0.2268, 0.3755)  0.280

---

Entry 4:
# C5H9N

C5H9N in the gas phase (ωB97M-V with the def2-TZVPD basis set, OMol25).

Energy = -6816.824 eV
Multiplicity = 1
Max |F| = 1.7 eV Å⁻¹
Charge = 0
Relative energy (zero: lowest compared OMol25 entry of this formula, charge and spin) = 402.5 kJ/mol
Orbital gap = 5.45 eV
LUMO = -1.6 eV

Each line ends with the Mulliken charge.
Cartesian coordinates (Å):
C (2.0610, 0.7431, 0.1325)  -0.946
N (0.6984, 0.5885, 0.5041)  -0.540
C (0.0311, -0.3196, -0.1870)  0.977
C (0.4737, -1.1628, -1.2362)  -1.088
C (-2.1021, 0.4613, 0.9185)  -1.083
C (-1.3591, -0.3760, -0.0252)  -0.033
H (2.2445, 0.7720, -0.9607)  0.281
H (2.4583, 1.6772, 0.5150)  0.298
H (2.7073, -0.0823, 0.4753)  0.315
H (-2.3450, -0.2021, 1.7511)  0.292
H (-0.1550, -1.9933, -1.5053)  0.263
H (1.5030, -1.1911, -1.5397)  0.311
H (-2.8877, 1.0071, 0.4084)  0.338
H (-1.4137, 1.2131, 1.3187)  0.339
H (-1.9146, -1.1350, -0.5696)  0.276

---

Entry 5:
# C5H9N

C5H9N in the gas phase (ωB97M-V with the def2-TZVPD basis set, OMol25).

Energy = -6820.742 eV
Multiplicity = 1
Max |F| = 1.1 eV Å⁻¹
Charge = 0
Relative energy (zero: lowest compared OMol25 entry of this formula, charge and spin) = 24.4 kJ/mol
SMILES = CCCCC#N
Orbital gap = 12.33 eV
LUMO = 0.9 eV

Each line ends with the Mulliken charge.
Cartesian coordinates (Å):
C (-1.8487, -0.1797, 0.9508)  -1.207
C (-1.0167, 0.5562, -0.1047)  -0.391
C (0.2158, -0.2466, -0.5720)  -0.637
C (1.5824, 0.3299, -0.1589)  -0.357
C (2.6396, -0.4942, -0.7593)  0.159
N (3.4056, -1.1790, -1.2902)  -0.405
H (-1.3320, -0.2087, 1.9177)  0.292
H (-2.8171, 0.3133, 1.0985)  0.354
H (-2.0401, -1.2189, 0.6493)  0.336
H (-0.7183, 1.5416, 0.2832)  0.318
H (-1.6479, 0.7529, -0.9799)  0.301
H (0.1598, -1.2740, -0.1890)  0.352
H (0.2013, -0.3307, -1.6640)  0.332
H (1.7074, 0.3412, 0.9324)  0.262
H (1.7101, 1.3585, -0.5199)  0.292

---

Entry 6:
# C5H9N

C5H9N in the gas phase (ωB97M-V with the def2-TZVPD basis set, OMol25).

Energy = -6816.230 eV
Multiplicity = 1
Max |F| = 5.9 eV Å⁻¹
Charge = 0
Relative energy (zero: lowest compared OMol25 entry of this formula, charge and spin) = 459.8 kJ/mol
Orbital gap (alpha / beta) = 8.67 / 8.29 eV
LUMO (alpha / beta) = 0.2 / 0.3 eV

Each line ends with the Mulliken charge.
Cartesian coordinates (Å):
C (-0.0214, -1.1827, -0.0156)  0.036
C (1.2317, 1.3070, 0.0411)  -0.857
C (2.0067, -0.0402, 0.1065)  -0.109
C (-0.9636, -0.1459, -0.4871)  -0.375
C (-2.2807, -0.0262, 0.2372)  -1.000
N (1.2432, -1.2617, -0.0314)  -0.595
H (-0.5037, -2.1647, 0.0683)  0.369
H (1.2093, 1.7494, 0.9351)  0.356
H (1.3650, 1.9200, -0.9402)  0.233
H (2.7029, -0.0659, -0.7242)  0.276
H (2.5270, -0.0383, 1.0975)  0.269
H (-0.9110, 0.2433, -1.4502)  0.498
H (-1.9819, 0.1784, 1.2519)  0.282
H (-2.6883, -1.0705, 0.2164)  0.273
H (-2.9353, 0.5979, -0.3052)  0.344

---

Entry 7:
# C5H9N

C5H9N in the gas phase (ωB97M-V with the def2-TZVPD basis set, OMol25).

Energy = -6818.459 eV
Multiplicity = 1
Max |F| = 3.7 eV Å⁻¹
Charge = 0
Relative energy (zero: lowest compared OMol25 entry of this formula, charge and spin) = 244.7 kJ/mol
SMILES = C=C/C(C)=C/N
Orbital gap = 9.07 eV
LUMO = 0.8 eV

Each line ends with the Mulliken charge.
Cartesian coordinates (Å):
C (0.9463, 0.7645, 2.0651)  -0.633
C (0.7743, 1.0230, 0.6935)  -0.306
C (0.2811, 0.0563, -0.3712)  0.636
C (0.1820, -1.3276, 0.2575)  -1.250
C (-0.5351, 0.5938, -1.3377)  -0.228
N (-1.4747, -0.0202, -2.2049)  -0.574
H (0.5373, -0.1665, 2.4471)  0.135
H (1.4376, 1.5088, 2.7567)  0.239
H (0.6481, 2.1103, 0.4396)  0.237
H (-0.3329, -2.1381, -0.1997)  0.376
H (-0.1357, -1.3777, 1.3166)  0.265
H (1.2580, -1.5878, 0.3904)  0.365
H (-0.7327, 1.6969, -1.2642)  0.217
H (-1.7326, -0.9413, -1.8268)  0.244
H (-1.1212, -0.1943, -3.1619)  0.278

---

Entry 8:
# C5H9N

C5H9N in the gas phase (ωB97M-V with the def2-TZVPD basis set, OMol25).

Energy = -6818.369 eV
Multiplicity = 1
Max |F| = 4.3 eV Å⁻¹
Charge = 0
Relative energy (zero: lowest compared OMol25 entry of this formula, charge and spin) = 253.3 kJ/mol
SMILES = CCC1=N[C@@H]1C
Orbital gap = 10.22 eV
LUMO = 0.9 eV

Each line ends with the Mulliken charge.
Cartesian coordinates (Å):
C (2.4205, 0.2847, -0.0391)  -1.011
C (1.2007, -0.4616, 0.5058)  -0.026
C (0.1156, 0.3185, -0.1101)  -0.051
N (-0.5574, 1.3936, 0.0947)  -0.653
C (-1.2772, 0.3185, -0.6196)  0.228
C (-2.4367, -0.3569, 0.0659)  -1.233
H (2.5451, 1.2454, 0.4562)  0.280
H (3.3262, -0.3148, -0.0208)  0.334
H (1.8951, 0.6119, -1.0810)  0.263
H (1.1847, -1.4916, 0.1376)  0.266
H (1.1595, -0.4032, 1.5976)  0.277
H (-1.3818, 0.4246, -1.6989)  0.376
H (-3.3454, 0.2298, -0.0693)  0.314
H (-2.2478, -0.4490, 1.1344)  0.342
H (-2.6012, -1.3500, -0.3534)  0.293

---

Entry 9:
# C5H9N

2 unconnected molecules or ions with the total composition C5H9N (ωB97M-V with the def2-TZVPD basis set, OMol25).

Energy = -6818.774 eV
Multiplicity = 1
Max |F| = 0.6 eV Å⁻¹
Charge = 0
Relative energy (zero: lowest compared OMol25 entry of this formula, charge and spin) = 214.3 kJ/mol
SMILES = CC=C=N.C=C
Orbital gap = 9.75 eV
LUMO = 1.0 eV

Each line ends with the Mulliken charge.
Cartesian coordinates (Å):
C (-1.5284, 1.7279, 0.2823)  -1.038
C (-0.4045, 1.1901, 1.1311)  -0.380
C (-0.3013, -0.0733, 1.4712)  0.476
N (-0.2451, -1.2480, 1.8298)  -0.619
H (-1.1390, 2.2336, -0.6094)  0.270
H (-2.1888, 0.9212, -0.0497)  0.308
H (-2.1343, 2.4546, 0.8357)  0.346
H (0.3735, 1.8650, 1.4784)  0.336
H (0.2720, -1.8261, 1.1589)  0.316
C (1.3391, -1.8529, -1.1456)  -0.681
C (1.0922, -0.5638, -1.3600)  -0.382
H (2.2792, -2.1899, -0.7142)  0.292
H (0.6173, -2.6235, -1.4080)  0.300
H (1.8128, 0.2091, -1.1048)  0.247
H (0.1552, -0.2239, -1.7957)  0.210

---

Entry 10:
# C5H9N

C5H9N in the gas phase (ωB97M-V with the def2-TZVPD basis set, OMol25).

Energy = -6817.922 eV
Multiplicity = 1
Max |F| = 4.4 eV Å⁻¹
Charge = 0
Relative energy (zero: lowest compared OMol25 entry of this formula, charge and spin) = 296.5 kJ/mol
SMILES = C1CC1[C@@H]1CN1
Orbital gap = 10.33 eV
LUMO = 1.2 eV

Each line ends with the Mulliken charge.
Cartesian coordinates (Å):
C (-1.7589, 0.7226, -0.0963)  -0.523
C (-1.6920, -0.7590, 0.2244)  -0.790
C (-0.5600, -0.0952, -0.5135)  0.123
C (0.7569, -0.2404, 0.2100)  -0.155
C (1.8911, 0.7044, 0.1773)  -0.537
N (2.0435, -0.5996, -0.4790)  -0.628
H (-1.3833, 1.3755, 0.6040)  0.296
H (-2.4183, 1.2588, -0.8440)  0.218
H (-2.3626, -1.3633, -0.3469)  0.261
H (-1.5277, -1.0765, 1.2075)  0.275
H (-0.5139, -0.3906, -1.6325)  0.358
H (0.6642, -0.5979, 1.2336)  0.281
H (1.6306, 1.4472, -0.5973)  0.205
H (2.6037, 0.9443, 0.8649)  0.374
H (2.6266, -1.3302, -0.0123)  0.242

---

Entry 11:
# C5H9N

C5H9N in the gas phase (ωB97M-V with the def2-TZVPD basis set, OMol25).

Energy = -6813.007 eV
Multiplicity = 1
Max |F| = 7.7 eV Å⁻¹
Charge = 0
Relative energy (zero: lowest compared OMol25 entry of this formula, charge and spin) = 770.7 kJ/mol
Orbital gap = 6.09 eV
LUMO = -1.1 eV

Each line ends with the Mulliken charge.
Cartesian coordinates (Å):
N (-2.2291, 0.6640, -0.6496)  -0.499
C (-1.0572, -0.0866, 0.0912)  0.793
C (-1.6168, -1.1947, 0.7912)  -1.004
C (2.5484, -0.0601, -0.3613)  -0.993
C (1.5017, 0.6794, 0.3716)  -0.124
C (0.1328, 0.4614, -0.3105)  -0.503
H (-2.0653, 1.3521, -1.3718)  0.192
H (-3.1452, 0.2479, -0.6104)  0.129
H (-2.5785, -1.3142, 0.5129)  0.317
H (-1.1802, -1.6847, 1.6877)  0.241
H (3.5212, 0.4323, -0.6848)  0.210
H (2.8642, -1.1278, -0.0809)  0.226
H (1.7463, -0.1985, 0.9540)  0.214
H (1.3081, 1.5398, 1.0134)  0.443
H (0.2496, 0.2897, -1.3526)  0.359

---

Entry 12:
# C5H9N

2 unconnected molecules or ions with the total composition C5H9N (ωB97M-V with the def2-TZVPD basis set, OMol25).

Energy = -6818.973 eV
Multiplicity = 1
Max |F| = 4.0 eV Å⁻¹
Charge = 0
Relative energy (zero: lowest compared OMol25 entry of this formula, charge and spin) = 195.1 kJ/mol
SMILES = C/C=C/C.C#N
Orbital gap = 9.97 eV
LUMO = 1.0 eV

Each line ends with the Mulliken charge.
Cartesian coordinates (Å):
C (1.6239, -0.5521, -0.7723)  -1.156
C (0.5284, 0.2541, 0.0228)  -0.205
C (-0.1825, 1.2244, -0.5108)  -0.043
C (-1.2696, 2.0242, 0.2105)  -1.121
H (1.7274, -1.5296, -0.3189)  0.321
H (2.6259, -0.1438, -0.8137)  0.290
H (1.2790, -0.6018, -1.7713)  0.311
H (0.4145, -0.1723, 0.9989)  0.433
H (-0.1415, 1.3836, -1.6373)  0.249
H (-2.1120, 1.9739, -0.3833)  0.352
H (-0.8629, 3.0118, 0.3491)  0.286
H (-1.2441, 1.5873, 1.1944)  0.292
C (-0.8195, -2.8188, 1.1136)  0.117
N (0.1445, -2.3479, 1.5095)  -0.427
H (-1.7116, -3.2931, 0.8088)  0.299

---

Entry 13:
# C5H9N

C5H9N in the gas phase (ωB97M-V with the def2-TZVPD basis set, OMol25).

Energy = -6816.662 eV
Multiplicity = 1
Max |F| = 2.9 eV Å⁻¹
Charge = 0
Relative energy (zero: lowest compared OMol25 entry of this formula, charge and spin) = 418.1 kJ/mol
SMILES = C1CC1N1CC1
Orbital gap = 10.34 eV
LUMO = 1.2 eV

Each line ends with the Mulliken charge.
Cartesian coordinates (Å):
C (-0.9796, 0.8404, 0.5208)  -0.962
C (-1.9869, -0.4584, -0.3198)  -0.809
C (-0.5804, -0.4974, 0.0585)  0.463
N (0.7010, -0.6225, -0.7918)  -0.454
C (1.8688, -0.6753, 0.1163)  -0.230
C (1.4356, 0.5890, -0.5108)  -0.365
H (-1.1182, 1.6578, -0.1860)  0.405
H (-0.9467, 1.1769, 1.5607)  0.288
H (-2.6399, -1.3280, -0.0928)  0.247
H (-2.3716, 0.1411, -1.1338)  0.305
H (-0.4922, -1.1801, 0.9067)  0.239
H (1.6370, -0.7790, 1.1801)  0.199
H (2.7523, -1.2417, -0.1897)  0.254
H (1.9248, 1.1709, -1.2899)  0.245
H (0.7960, 1.2063, 0.1715)  0.173

---

Entry 14:
# C5H9N

C5H9N in the gas phase (ωB97M-V with the def2-TZVPD basis set, OMol25).

Energy = -6817.431 eV
Multiplicity = 1
Max |F| = 0.6 eV Å⁻¹
Charge = 0
Relative energy (zero: lowest compared OMol25 entry of this formula, charge and spin) = 343.9 kJ/mol
Orbital gap = 7.63 eV
LUMO = 0.9 eV

Each line ends with the Mulliken charge.
Cartesian coordinates (Å):
C (-0.9547, 0.6892, 1.2996)  -0.572
C (-1.5731, 0.6922, -0.0683)  -0.569
C (-0.5719, -0.3501, 0.2938)  -0.172
N (0.7352, -0.3652, -0.3579)  0.096
C (1.8223, -0.5035, 0.3940)  -0.507
C (0.7799, -0.3471, -1.7013)  -0.684
H (-0.2560, 1.4742, 1.5568)  0.295
H (-1.5326, 0.3303, 2.1415)  0.229
H (-2.6103, 0.4082, -0.1822)  0.249
H (-1.2468, 1.4609, -0.7563)  0.288
H (-0.9135, -1.3610, 0.4663)  0.299
H (1.8137, -0.1795, 1.4257)  0.242
H (2.7034, -0.8688, -0.1288)  0.273
H (0.0474, -0.9370, -2.2302)  0.243
H (1.7571, -0.1428, -2.1526)  0.290

---

Entry 15:
# C5H9N

2 unconnected molecules or ions with the total composition C5H9N (ωB97M-V with the def2-TZVPD basis set, OMol25).

Energy = -6814.746 eV
Multiplicity = 1
Max |F| = 0.3 eV Å⁻¹
Charge = 0
Relative energy (zero: lowest compared OMol25 entry of this formula, charge and spin) = 602.9 kJ/mol
Orbital gap (alpha / beta) = 8.25 / 8.24 eV
LUMO (alpha / beta) = 1.1 / 1.1 eV

Each line ends with the Mulliken charge.
Cartesian coordinates (Å):
C (0.8221, 1.5854, -0.8083)  -0.570
C (-0.5116, 1.8569, -0.0660)  -0.580
C (0.0579, 0.5194, -0.1720)  0.347
N (-0.1953, -0.7317, -0.1876)  0.127
C (-1.1766, -1.6881, 0.3108)  -0.292
C (0.1807, -2.0233, -0.1901)  -0.470
H (0.8119, 1.6443, -1.8962)  0.215
H (1.7442, 1.9355, -0.3431)  0.205
H (-0.4525, 2.3836, 0.8877)  0.206
H (-1.3850, 2.1057, -0.6681)  0.210
H (1.5346, -0.4388, 1.6663)  -0.010
H (-1.3408, -1.6443, 1.3902)  0.204
H (-2.0911, -1.7711, -0.2859)  0.239
H (0.5400, -2.5890, -1.0388)  0.202
H (1.4615, -1.1445, 1.4013)  -0.033

---

Entry 16:
# C5H9N2

2 unconnected molecules or ions with the total composition C5H9N2 (ωB97M-V with the def2-TZVPD basis set, OMol25).

Energy = -8298.787 eV
Multiplicity = 1
Max |F| = 6.8 eV Å⁻¹
Charge = +1
Relative energy (zero: lowest compared OMol25 entry of this formula, charge and spin) = 670.1 kJ/mol
Orbital gap (alpha / beta) = 7.18 / 8.90 eV
LUMO (alpha / beta) = -7.3 / -6.3 eV

Each line ends with the Mulliken charge.
Cartesian coordinates (Å):
C (-3.2131, -0.4044, -0.0404)  0.002
C (1.8098, -0.5397, -0.1896)  -0.609
C (1.7686, 1.0472, -0.0147)  -0.604
C (0.3170, -0.9356, 0.1081)  -0.662
C (0.2978, 1.3339, -0.0390)  0.019
N (-0.4066, 0.2886, 0.0265)  -0.105
N (-2.6978, 0.6699, 0.0036)  -0.118
H (-2.8171, -1.4082, -0.4580)  0.260
H (-4.2842, -0.7223, 0.3506)  0.320
H (2.1242, -0.7860, -1.0995)  0.431
H (2.2821, -1.0734, 0.6641)  0.273
H (2.2974, 1.4160, 0.9944)  0.292
H (2.2742, 1.5187, -0.7371)  0.366
H (0.0964, -1.5572, -0.7307)  0.337
H (0.0599, -1.2549, 1.1620)  0.404
H (0.0910, 2.4075, -0.0002)  0.395